ORCA calculation (wB97M-V/def2-TZVPD) on a cluster of 2 separate species, C4H12Cl2N3O2 in total.

Output
HOMO level, eV: -13.41
Charge: +1
2S+1: 1
Kohn-Sham gap, eV: 7.715

Each line ends with the Mulliken charge.
Atoms and positions in Å:
H1 4.43854 0.91834 -0.39816  0.334
C1 -4.19809 -1.62365 -0.70244  -0.373
Cl1 -4.03718 -0.88294 0.90919  -0.165
O1 -0.72121 0.90391 1.10321  -0.278
H2 -2.97639 -2.53387 -2.20730  0.370
H3 -2.26687 -2.57019 -0.59277  0.297
N1 2.11534 1.81428 0.71278  -0.178
N2 2.37585 -0.50423 0.97905  -0.195
H4 -4.79125 -2.52854 -0.58589  0.305
C2 0.96613 1.67716 -0.20442  -0.245
H5 1.82456 2.17739 1.62132  0.327
H6 -4.74315 -0.93268 -1.34012  0.316
H7 1.79012 -0.71054 1.77614  0.266
H8 1.10656 2.34873 -1.04232  0.338
O2 -0.21630 2.03037 0.40918  -0.246
H9 2.53031 -1.22045 0.28080  0.254
C3 2.91678 0.69516 0.78212  0.219
N3 4.27934 0.78104 0.60531  -0.520
H10 0.86516 0.67777 -0.61626  0.245
H11 -1.09467 0.33016 0.40662  0.277
C4 -2.85457 -1.97198 -1.28357  -0.487
Cl2 -1.91224 -0.50393 -1.68713  -0.209
H12 4.60323 1.62870 1.07468  0.347


ORCA calculation (wB97M-V/def2-TZVPD) on a cluster of 2 separate species, C4H12ClN5O3PS in total.

Output
HOMO level, eV: -11.95
Charge: +1
2S+1: 1
Kohn-Sham gap, eV: 6.047

Each line ends with the Mulliken charge.
Atoms and positions in Å:
N1 -2.01971 1.39919 -2.65459  -0.231
N2 5.11412 -1.03058 2.00562  -0.419
O1 2.99045 -1.71360 2.32149  -0.637
C1 -1.76954 -0.07238 -2.26466  -0.419
H1 4.03137 0.85532 0.78185  0.170
H2 2.39979 0.31059 1.03691  0.161
C2 -1.62090 -0.08999 -0.59946  -0.446
H3 -2.41901 -2.68924 -0.01495  0.311
Cl1 -1.15061 1.99002 1.18573  0.015
H4 5.44847 -1.83439 2.52074  0.231
H5 0.76149 -1.69388 2.07424  0.328
H6 -2.61245 -0.15261 0.02444  0.405
H7 -4.31731 2.56970 -1.01486  0.294
N3 3.39430 0.17951 1.16856  -0.306
S1 0.83751 -2.19641 -0.93025  -0.311
H8 -3.18632 3.87118 -0.50928  0.277
O2 0.14688 -0.95384 1.77013  -0.482
O3 -1.64432 -2.78082 0.61486  -0.506
C3 3.78233 -0.90643 1.86124  0.660
H9 -2.83626 -0.54677 -2.50773  0.263
N4 -3.32130 2.92497 -0.93120  -0.351
C4 -2.33066 2.04471 -1.29948  0.355
H10 -0.82637 -0.59866 -2.75552  0.341
H11 -2.84186 1.55553 -3.30232  0.350
P1 -0.54604 -1.44393 0.21169  0.958
N5 -1.24596 1.37909 -0.42710  -0.168
H12 5.78191 -0.37630 1.63389  0.158


ORCA calculation (wB97M-V/def2-TZVPD) on a structure of composition C4H12CrNO8S.

Output
HOMO level (spin up / spin down), eV: -0.74 / -0.86
Charge: -2
2S+1: 4
⟨S²⟩: 3.776
Kohn-Sham gap (spin up / spin down), eV: 5.206 / 5.330

Each line ends with the Mulliken spin population.
Atoms and positions in Å:
O1 -0.35064 -1.96563 -1.09451  0.028
H1 -1.72625 4.27100 0.35763  0.000
H2 -0.99488 -1.01762 1.93959  0.001
C1 -1.90167 3.43119 -0.32255  0.000
S1 3.59590 -0.79449 0.07222  -0.002
O2 4.33682 -1.98093 0.46810  0.002
C2 -1.62627 1.90737 1.51590  0.002
C3 -0.27652 1.58004 -0.50219  -0.001
O3 -0.10868 -1.33807 2.12821  -0.009
O4 4.42351 0.30147 -0.40823  -0.002
O5 0.27903 0.62823 -0.02915  -0.010
H3 -0.54267 -2.34132 -3.07275  0.002
O6 1.60060 -3.17050 0.90220  -0.010
H4 -1.11472 1.02983 1.91966  -0.002
H5 0.00357 2.08971 -1.43957  0.000
N1 -1.23764 2.24974 0.15781  0.003
H6 -2.70839 1.82695 1.59742  0.000
Cr1 0.98842 -1.37920 0.32793  2.991
H7 -0.42163 -3.76377 -2.10452  0.001
O7 2.59210 -0.47015 1.12419  -0.003
H8 -1.55478 3.75926 -1.30502  0.000
H9 -2.98164 3.28098 -0.40997  0.000
H10 -1.95338 -2.86645 -2.04273  0.003
O8 2.51346 -1.18169 -0.91608  -0.001
C4 -0.85845 -2.74396 -2.09021  -0.001
H11 1.25024 -4.03414 1.05139  0.006
H12 -1.22542 2.69214 2.17523  0.000


| no. | energy (hartree) |
| --- | --- |
| 1 | -1394.3431 |
| 2 | -1858.5267 |
| 3 | -2258.9734 |